No. 1
C3H8OS in the gas phase, computed with ωB97M-V/def2-TZVPD.

Properties
**SMILES**: COCSC
**Energy**: -16122.112 eV
**Orbital gap**: 9.755 eV
**2S+1**: 1
**Net charge**: 0

Geometry (Å):
S: 1.829 -0.908 -0.377
O: -0.748 -0.541 -0.667
C: 1.930 0.871 -0.102
C: -1.960 0.021 -0.225
C: 0.118 -1.048 0.254
H: 0.042 -0.667 1.300
H: 0.883 1.235 0.018
H: -2.829 0.018 -0.928
H: -0.019 -2.177 0.328
H: 2.558 1.193 0.702
H: -1.728 1.088 0.056
H: -2.266 -0.396 0.686
H: 2.189 1.310 -1.044

Atom charges from the Löwdin analysis, given in e for atoms 1 to 5: 0.82, -0.26, -0.41, -0.10, -0.59

=====

No. 2
A molecular structure, C3H8OS, computed with ωB97M-V/def2-TZVPD.

Properties
**Energy**: -16118.549 eV
**Orbital gap**: 8.465 eV
**2S+1**: 1
**Net charge**: 0

Geometry (Å):
S: -0.039 -0.732 0.574
O: -0.001 -1.064 1.998
C: -1.792 -0.646 0.031
C: 1.133 0.335 0.095
C: 1.253 1.574 0.867
H: 2.241 2.005 0.850
H: -2.398 0.160 0.459
H: -2.218 -1.578 0.237
H: -1.860 -0.312 -0.995
H: 0.736 2.334 0.293
H: 0.204 -1.797 -0.276
H: 0.722 1.410 1.808
H: 0.587 0.323 -1.139

Atom charges from the Löwdin analysis, given in e for atoms 1 to 5: 0.73, -0.41, -0.19, -0.45, -0.21

=====

No. 3
C3H8OS in the gas phase, computed with ωB97M-V/def2-TZVPD.

Properties
**SMILES**: OCCCS
**Energy**: -16122.535 eV
**Orbital gap**: 9.615 eV
**2S+1**: 1
**Net charge**: 0

Geometry (Å):
S: 0.721 1.470 -1.920
O: 1.206 0.199 1.603
C: 0.044 -0.535 1.252
C: -0.641 0.620 -1.099
C: -0.266 -0.629 -0.270
H: -1.189 0.189 -1.932
H: 0.832 0.771 2.275
H: 0.174 -1.641 1.472
H: 1.856 0.779 -1.506
H: -1.253 1.332 -0.559
H: -0.867 -0.164 1.758
H: 0.581 -1.170 -0.769
H: -1.197 -1.221 -0.304

Atom charges from the Löwdin analysis, given in e for atoms 1 to 5: 0.65, -0.06, -0.28, -0.59, -0.26

=====

No. 4
2 unconnected molecules or ions with the total composition C3H8OS, computed with ωB97M-V/def2-TZVPD.

Properties
**SMILES**: C=O.CSC
**Energy**: -16122.337 eV
**Orbital gap**: 9.218 eV
**2S+1**: 1
**Net charge**: 0

Geometry (Å):
S: -0.247 0.435 0.306
O: -0.356 -2.230 -1.492
C: -0.015 2.157 0.761
C: 1.237 -0.298 0.941
C: -1.452 -2.092 -1.954
H: -2.050 -2.990 -2.194
H: 0.118 2.277 1.832
H: 2.070 -0.258 0.246
H: -1.882 -1.103 -2.169
H: 0.839 2.591 0.250
H: -0.891 2.705 0.435
H: 1.046 -1.345 1.161
H: 1.583 0.151 1.875

Atom charges from the Löwdin analysis, given in e for atoms 1 to 5: 0.74, -0.04, -0.44, -0.45, -0.15

=====

No. 5
C3H8OS in the gas phase, computed with ωB97M-V/def2-TZVPD.

Properties
**SMILES**: COCSC
**Energy**: -16122.228 eV
**Orbital gap**: 9.511 eV
**2S+1**: 1
**Net charge**: 0

Geometry (Å):
S: 1.909 -0.839 -0.111
O: -0.572 0.074 -0.333
C: 0.150 -1.142 -0.011
C: -1.955 -0.006 -0.030
C: 1.939 1.009 -0.044
H: -0.124 -1.969 -0.672
H: 1.110 1.340 -0.622
H: -2.056 -0.234 1.032
H: -2.383 0.967 -0.154
H: -0.201 -1.359 1.031
H: -2.454 -0.731 -0.698
H: 1.755 1.398 0.994
H: 2.882 1.491 -0.383

Atom charges from the Löwdin analysis, given in e for atoms 1 to 5: 0.81, -0.31, -0.54, -0.10, -0.38

=====

No. 6
2 unconnected molecules or ions with the total composition C3H8OS2, computed with ωB97M-V/def2-TZVPD.

Properties
**SMILES**: C=CO.CSS
**Energy**: -26957.132 eV
**Orbital gap**: 8.638 eV
**2S+1**: 1
**Net charge**: 0

Geometry (Å):
S: 0.941 0.384 2.336
S: 1.787 1.068 0.547
O: -2.833 -0.516 0.367
C: 2.412 -0.489 -0.196
C: -1.239 0.491 -1.093
C: -2.383 0.492 -0.441
H: -0.552 -0.345 -1.117
H: -1.088 1.287 -1.803
H: -2.230 -0.638 1.106
H: -3.062 1.336 -0.565
H: 2.197 -1.327 0.441
H: 0.674 -0.874 1.979
H: 3.461 -0.313 -0.412
H: 1.915 -0.557 -1.150

Atom charges from the Löwdin analysis, given in e for atoms 1 to 5: 0.29, 0.35, -0.02, -0.44, -0.02

=====

No. 7
2 unconnected molecules or ions with the total composition C3H8OS2, computed with ωB97M-V/def2-TZVPD.

Properties
**SMILES**: CCC=O.SS
**Energy**: -26958.096 eV
**Orbital gap**: 9.609 eV
**2S+1**: 1
**Net charge**: 0

Geometry (Å):
S: 3.163 0.389 2.366
S: 2.103 1.551 1.010
O: -0.652 -0.413 1.775
C: -1.139 -0.170 0.700
C: -0.397 0.066 -0.589
C: -1.172 -0.589 -1.739
H: 0.896 1.423 1.582
H: -0.698 -0.458 -2.708
H: -2.170 -0.144 -1.766
H: 3.326 -0.674 1.564
H: -0.329 1.146 -0.752
H: 0.622 -0.303 -0.501
H: -2.248 -0.171 0.601
H: -1.306 -1.654 -1.542

Atom charges from the Löwdin analysis, given in e for atoms 1 to 5: 0.25, 0.26, 0.03, -0.29, -0.26

=====

No. 8
2 unconnected molecules or ions with the total composition C3H8OS2, computed with ωB97M-V/def2-TZVPD.

Properties
**SMILES**: CC=O.CSS
**Energy**: -26956.404 eV
**Orbital gap**: 8.384 eV
**2S+1**: 1
**Net charge**: 0

Geometry (Å):
S: -2.303 -2.692 0.162
S: -1.337 -0.865 0.126
O: 0.411 1.241 -1.700
C: -0.144 1.677 -0.621
C: 0.351 -1.558 0.056
C: 0.597 2.058 0.630
H: 1.515 2.260 0.002
H: 1.201 -0.826 0.382
H: 0.429 -1.883 -1.060
H: -1.105 2.103 -0.683
H: 0.555 3.009 1.212
H: 0.820 1.310 1.418
H: -1.340 -3.357 -0.520
H: 0.349 -2.476 0.600

Atom charges from the Löwdin analysis, given in e for atoms 1 to 5: 0.32, 0.36, -0.04, -0.36, -0.49

=====

No. 9
2 unconnected molecules or ions with the total composition C3H8OS2, computed with ωB97M-V/def2-TZVPD.

Properties
**SMILES**: CC=O.CSS
**Energy**: -26956.977 eV
**Orbital gap**: 8.844 eV
**2S+1**: 1
**Net charge**: 0

Geometry (Å):
S: -1.742 -3.683 -2.305
S: -1.568 -1.580 -1.699
O: 2.924 1.532 1.716
C: 2.728 4.034 1.725
C: -2.991 -4.276 -1.109
C: 2.454 2.576 1.390
H: -3.501 -3.382 -0.719
H: -2.385 -4.937 -0.466
H: 1.435 2.733 0.942
H: -3.807 -4.937 -1.440
H: 3.775 4.183 1.961
H: 1.915 4.501 2.258
H: -1.861 -1.239 -2.948
H: 2.624 4.475 0.695

Atom charges from the Löwdin analysis, given in e for atoms 1 to 5: 0.37, 0.31, 0.07, -0.06, -0.50

=====

> The lowest energy belongs to which entry?

number 7

=====

> Which value of energy does entry 3 give?

-16122.535 eV